No. 1
Formula: C29H64F2N6O9S
Source: the OMol25 dataset
Level of theory: the ωB97M-V functional and the def2-TZVPD basis

Cartesian coordinates (Å):
O  -4.80121  5.42828  -3.80799
C  -3.79022  4.83032  -3.81984
O  -2.62221  5.36664  -3.25772
N  -2.88935  5.67197  -1.91018
C  -2.19638  4.77245  -0.99541
C  -3.11625  4.31942  0.16574
F  -4.23520  5.11117  0.23763
S  -2.64331  7.29550  -1.61892
O  -1.99757  7.90635  -2.71682
O  -2.16567  7.46242  -0.29598
F  -4.10706  7.74354  -1.60365
C  -3.60137  3.50042  -4.42295
C  -4.73304  2.74803  -4.74030
C  -4.56627  1.48703  -5.29504
C  -3.29712  0.96541  -5.54386
C  -2.17715  1.73425  -5.23260
C  -2.32223  2.99741  -4.67400
H  -1.28304  5.19558  -0.58863
H  -1.90696  3.88851  -1.54781
H  -2.58290  4.32679  1.10583
H  -3.44000  3.29790  -0.01948
H  -5.72292  3.13169  -4.56472
H  -5.43989  0.90501  -5.54815
H  -3.18836  -0.01405  -5.97497
H  -1.18474  1.35844  -5.42277
H  -1.44521  3.57941  -4.45189
C  -0.43692  2.54417  -11.30284
C  -0.17668  1.46946  -10.25267
C  -1.43982  1.00840  -9.51141
O  -1.91039  1.90824  -8.52763
C  -2.72299  2.96464  -9.00536
N  0.86656  1.94067  -9.33737
H  -0.60669  3.52130  -10.85134
H  0.42577  2.63994  -11.96121
H  -1.30431  2.29484  -11.91732
H  0.21517  0.59124  -10.77443
H  -1.19652  0.08923  -8.97025
H  -2.24435  0.76210  -10.21703
H  -3.34379  2.64378  -9.84665
H  -2.12503  3.82982  -9.30069
H  -3.37433  3.27023  -8.18577
H  1.12471  1.18876  -8.70450
H  0.45394  2.64805  -8.73493
C  -0.10832  2.38414  5.39164
C  0.18873  2.18432  3.91155
C  -0.84693  2.82064  2.97432
O  -2.06062  2.09955  2.86339
C  -3.00204  2.34135  3.89529
N  0.36285  0.75036  3.65260
H  -0.91131  1.73862  5.74740
H  0.77853  2.14571  5.97566
H  -0.38156  3.41909  5.60705
H  1.14497  2.67518  3.70727
H  -0.42635  2.83892  1.96385
H  -1.04557  3.86373  3.25531
H  -2.96564  3.38007  4.23562
H  -2.84706  1.67199  4.74379
H  -3.99246  2.14164  3.48747
H  0.66972  0.62546  2.69096
H  -0.56166  0.32481  3.67505
C  5.82244  2.57823  7.44916
C  5.25380  3.68510  6.56749
C  3.74667  3.55532  6.30414
O  3.39450  2.56763  5.35588
C  3.29538  1.24528  5.85981
N  6.03259  3.75427  5.32794
H  5.93274  1.64097  6.90447
H  6.81143  2.85898  7.81004
H  5.18519  2.39737  8.31714
H  5.39569  4.63087  7.09900
H  3.39459  4.50101  5.88218
H  3.19535  3.39577  7.24075
H  2.90943  1.23389  6.88373
H  4.25919  0.73177  5.82698
H  2.59893  0.70375  5.21876
H  5.73230  4.55943  4.78581
H  5.77465  2.95472  4.75565
C  -0.35887  -3.75499  0.75926
C  0.24556  -2.66720  1.64131
C  1.75880  -2.81441  1.86069
O  2.12373  -3.82031  2.78196
C  2.19219  -5.13271  2.25254
N  -0.49362  -2.60918  2.90474
H  -0.46155  -4.69938  1.29358
H  -1.35579  -3.46049  0.43178
H  0.25147  -3.92849  -0.12957
H  0.09567  -1.71167  1.12747
H  2.13083  -1.87920  2.28897
H  2.28240  -2.96405  0.90651
H  2.55175  -5.13171  1.21919
H  1.22067  -5.63018  2.30253
H  2.88769  -5.70563  2.86238
H  -0.15408  -1.81782  3.44321
H  -0.21912  -3.41804  3.45589
C  0.56424  -11.10033  2.14023
C  0.15136  -9.63251  2.10869
C  1.17712  -8.71436  1.42906
O  2.31630  -8.41578  2.21333
C  3.34393  -9.38944  2.18253
N  -0.17014  -9.19859  3.47105
H  1.32887  -11.29157  2.89272
H  -0.29360  -11.72441  2.38823
H  0.94820  -11.42434  1.17075
H  -0.76605  -9.56430  1.51648
H  0.69418  -7.75106  1.24090
H  1.48300  -9.11550  0.45373
H  3.41732  -9.86358  1.19980
H  3.19478  -10.15475  2.94757
H  4.28369  -8.88065  2.39603
H  -0.55383  -8.25798  3.44479
H  0.70405  -9.10012  3.98045

Atoms 1-6, force components in eV/Å:
O -1.2958 0.7420 0.2702
C 0.5531 -0.3259 -0.3481
O 0.2358 -0.4749 0.2809
N 0.3629 0.3592 0.0128
C 0.0639 -0.3710 0.7268
C 0.1253 -0.3565 -0.7073

## Properties
* E_LUMO: -0.034 eV
* SMILES string: O=C(ON(CCF)S(=O)(=O)F)c1ccccc1.COC[C@@H](C)N.COC[C@@H](C)N.COC[C@@H](C)N.COC[C@@H](C)N.COC[C@@H](C)N

---

No. 2
Formula: C17H29F3N3O3OsSi2
Source: the OMol25 dataset
Level of theory: the ωB97M-V functional and the def2-TZVPD basis

Cartesian coordinates (Å):
Os  0.01392  -0.14018  0.42360
C  1.00704  2.87124  2.27200
Si  -0.49953  2.12423  1.47956
C  -1.54975  1.25504  2.76312
C  -1.42984  3.45091  0.53090
C  -1.28677  4.74376  1.04250
C  -2.01989  5.80864  0.52979
C  -2.89672  5.60408  -0.51953
C  -3.03460  4.32944  -1.05781
C  -2.31887  3.25251  -0.54739
Si  -2.35612  1.55259  -1.28499
C  -3.48170  1.27130  -2.71526
C  -0.56480  1.24899  -1.76218
H  0.71486  3.72935  2.88021
H  1.73433  3.22246  1.53773
H  1.50458  2.16535  2.93673
H  -1.79616  2.04032  3.48900
H  -1.03173  0.46788  3.30670
H  -2.47552  0.87335  2.34146
H  -0.60682  4.94605  1.85972
H  -1.89640  6.79638  0.95396
H  -3.46590  6.43004  -0.92549
H  -3.71189  4.17890  -1.89119
H  -3.25193  1.94899  -3.54056
H  -4.52073  1.42936  -2.42159
H  -3.38472  0.24851  -3.08316
H  -0.18880  2.16229  -2.23588
H  -0.39340  0.42492  -2.44235
H  0.22877  1.24695  -0.92945
O  2.79446  0.53449  1.44544
C  1.74645  0.33620  1.05236
O  -2.68195  0.62535  0.06852
O  -1.92006  -0.61702  0.04107
C  -3.06854  -3.34870  1.51457
N  -1.66622  -3.09996  1.22219
C  -1.24422  -3.43193  -0.13694
C  -0.82772  -2.56210  2.11168
N  0.12403  -1.69079  1.71512
N  -0.91980  -2.90701  3.40761
C  -1.37695  -4.23264  3.82113
C  -0.23256  -2.17188  4.46139
H  -3.66089  -2.85631  0.74236
H  -3.33414  -2.91966  2.47696
H  -3.30464  -4.41451  1.51125
H  -1.44694  -4.49006  -0.31160
H  -0.17957  -3.25901  -0.25067
H  -1.79189  -2.83255  -0.86155
H  0.94288  -1.73442  2.30405
H  -1.55626  -4.86178  2.95658
H  -2.28795  -4.16463  4.41595
H  -0.59865  -4.69840  4.42729
H  -0.09693  -1.12928  4.19220
H  0.74478  -2.61425  4.67388
H  -0.83332  -2.21881  5.36823
F  0.47941  -1.62581  -1.94774
C  1.24029  -0.98032  -1.02998
F  2.03544  -1.93178  -0.49646
F  2.04792  -0.14507  -1.70611

Atoms 1-6, force components in eV/Å:
Os -0.2945 0.0625 -0.4782
C 0.0822 0.0707 0.0406
Si -0.0376 -0.1222 0.1298
C -0.0547 0.0432 0.0538
C 0.0276 0.0363 -0.0444
C -0.0073 0.0295 0.0071

## Properties
* charge: +1
* E_LUMO: -4.019 eV
* energy relative to the best compared isomer or geometry (same formula, charge and spin): 0.290 eV